Entry 1:
A single C3H3NO molecule, computed with the ωB97M-V functional and the def2-TZVPD basis.

Calculated values
highest occupied orbital energy: -9.7 eV
frontier orbital gap: 9.53 eV
strongest force on any atom: 0.5 eV Å⁻¹
calculated total energy: -6692.1088 eV

XYZ file:
```
8
Properties=species:S:1:pos:R:3:lowdin_charge:R:1
O 0.718 -1.126 -0.083 -0.071
C 0.938 0.241 -0.203 -0.255
C -0.260 1.010 -0.227 0.022
C -1.169 -0.109 0.050 -0.180
N -0.616 -1.287 0.091 0.075
H 1.929 0.476 -0.578 0.137
H 0.793 0.769 0.840 0.171
H -2.244 -0.056 0.180 0.100
```


Entry 2:
A molecular structure, C17H28N12O3PRhS3, computed with the ωB97M-V functional and the def2-TZVPD basis.

Calculated values
highest occupied orbital energy (alpha / beta): -1.9 / -2.5 eV
expectation value of S²: 6.01
2S+1: 5
frontier orbital gap (alpha / beta): 6.09 / 6.16 eV
strongest force on any atom: 0.5 eV Å⁻¹
charge: -2
calculated total energy: -86912.1242 eV

XYZ file:
```
65
Properties=species:S:1:pos:R:3:lowdin_charge:R:1
Rh 0.213 0.400 0.304 0.968
N -1.203 3.591 0.616 0.121
C 0.101 3.599 0.139 -0.514
N 0.756 4.714 -0.107 -0.006
N 1.968 4.286 -0.548 -0.125
N 2.013 2.997 -0.565 -0.099
N 0.824 2.517 -0.116 -0.092
C -2.115 2.604 0.300 -0.506
N -3.415 2.838 0.284 -0.002
N -3.956 1.646 -0.057 -0.119
N -3.036 0.762 -0.229 -0.092
N -1.818 1.342 -0.006 -0.055
H -1.610 4.507 0.685 0.115
S 3.611 -2.652 -1.235 0.392
C 2.526 -1.549 -0.605 -1.885
S 2.092 -0.080 -1.363 0.527
S 1.708 -1.726 0.881 0.562
O -1.382 -1.410 0.012 -0.346
P -1.601 -2.853 0.268 0.514
N -3.196 -3.324 0.037 -0.174
C -4.153 -2.572 0.908 -0.193
C -5.263 -2.073 -0.028 -0.181
C -4.585 -2.030 -1.398 -0.184
C -3.707 -3.275 -1.351 -0.206
N -1.340 -3.219 1.849 -0.185
C -1.093 -2.179 2.875 -0.192
C -0.785 -2.996 4.132 -0.168
C -1.503 -4.329 3.895 -0.182
C -1.272 -4.564 2.407 -0.214
N -0.775 -3.819 -0.766 -0.188
C 0.017 -3.250 -1.881 -0.186
C 0.502 -4.488 -2.653 -0.162
C -0.422 -5.623 -2.195 -0.181
C -0.678 -5.272 -0.735 -0.213
H -3.659 -1.713 1.365 0.090
H -4.536 -3.213 1.705 0.100
H -5.637 -1.098 0.283 0.100
H -6.099 -2.781 -0.042 0.096
H -3.956 -1.138 -1.459 0.083
H -5.294 -2.037 -2.229 0.102
H -2.884 -3.246 -2.063 0.097
H -4.298 -4.175 -1.560 0.103
H -1.981 -1.556 3.014 0.115
H -0.279 -1.512 2.608 0.030
H -1.124 -2.487 5.035 0.105
H 0.292 -3.160 4.215 0.111
H -2.573 -4.215 4.086 0.106
H -1.122 -5.145 4.511 0.100
H -2.023 -5.216 1.958 0.102
H -0.283 -5.010 2.245 0.110
H 0.852 -2.660 -1.521 0.008
H -0.606 -2.592 -2.492 0.113
H 1.537 -4.702 -2.380 0.086
H 0.463 -4.330 -3.731 0.104
H 0.017 -6.616 -2.317 0.100
H -1.366 -5.590 -2.746 0.103
H 0.168 -5.600 -0.116 0.113
H -1.592 -5.718 -0.341 0.103
C 1.339 0.812 4.567 -0.024
C 1.434 0.905 3.047 -0.749
O 2.496 1.188 2.512 -0.010
O 0.311 0.640 2.459 -0.237
H 2.267 1.156 5.021 0.064
H 1.159 -0.231 4.844 0.060
H 0.496 1.405 4.927 0.068
```


Entry 3:
A molecular structure, C5H9NO6S3 at a distorted geometry, computed with the ωB97M-V functional and the def2-TZVPD basis.

Calculated values
highest occupied orbital energy: -9.7 eV
frontier orbital gap: 9.75 eV
strongest force on any atom: 1.6 eV Å⁻¹
calculated total energy: -51607.5425 eV

XYZ file:
```
24
Properties=species:S:1:pos:R:3:lowdin_charge:R:1
C 0.634 -1.658 -0.414 -0.329
C -0.268 2.094 -1.254 -0.086
C -2.685 -1.907 0.112 -0.102
C 3.401 0.058 1.644 -0.095
C -0.258 -0.776 -0.991 -0.440
N 1.469 -2.316 0.034 0.172
O 1.176 0.814 0.493 -0.428
O -1.254 0.881 0.946 -0.259
O -2.085 -2.003 -2.461 -0.289
O -2.412 0.234 -1.462 -0.369
O 1.060 0.023 2.895 -0.240
O 2.033 2.208 2.355 -0.249
S -0.323 0.705 -0.113 0.828
S -1.923 -1.130 -1.336 0.611
S 1.855 0.831 2.047 0.630
H -1.252 2.169 -1.702 0.070
H 0.002 2.992 -0.713 0.083
H 0.474 1.835 -2.000 0.083
H -3.686 -2.213 -0.166 0.072
H -2.086 -2.768 0.383 0.071
H -2.699 -1.167 0.902 0.058
H 3.928 0.718 0.969 0.078
H 3.938 -0.059 2.576 0.084
H 3.171 -0.898 1.192 0.046
```